{
  "formula": "C12H42O9",
  "method": "ωB97M-V/def2-TZVPD",
  "homo_ev": -10.1,
  "total_energy_ha": -1159.34437,
  "homo_lumo_gap_ev": 10.4,
  "multiplicity": 1,
  "smiles": "CC(C)O.CC(C)O.CO.CO.CO.CO.CO.CO.O",
  "e_above_lowest_ev": 6.048,
  "molar_mass_g_mol": 330.459,
  "max_force_ha_per_bohr": 0.054,
  "symbols": ["C", "C", "C", "O", "H", "H", "H", "H", "H", "H", "H", "H", "C", "C", "C", "O", "H", "H", "H", "H", "H", "H", "H", "H", "C", "O", "H", "H", "H", "H", "C", "O", "H", "H", "H", "H", "C", "O", "H", "H", "H", "H", "C", "O", "H", "H", "H", "H", "C", "O", "H", "H", "H", "H", "C", "O", "H", "H", "H", "H", "O", "H", "H"],
  "positions_angstrom": [[3.668457, -5.415922, -0.605684], [4.703567, -5.725562, -1.569244], [5.061837, -7.186932, -1.799814], [4.299157, -5.168452, -2.775144], [3.921587, -5.951712, 0.309176], [2.700857, -5.818192, -0.905734], [3.689027, -4.333692, -0.477504], [5.565727, -5.172662, -1.196304], [6.090917, -7.205662, -2.158624], [4.427467, -7.536402, -2.614384], [4.955937, -7.831452, -0.927194], [3.733437, -5.827642, -3.183854], [-2.974533, -4.687532, 4.117856], [-2.479663, -3.548272, 5.035696], [-1.903823, -2.278532, 4.303806], [-3.626323, -3.217582, 5.808316], [-3.546043, -5.371582, 4.745206], [-2.106483, -5.228192, 3.740656], [-3.551323, -4.304022, 3.276236], [-1.717363, -4.030462, 5.647646], [-0.895093, -2.391532, 3.906586], [-1.792133, -1.458752, 5.013446], [-2.598823, -2.001622, 3.511106], [-4.230703, -2.680522, 5.290726], [-6.934873, 7.051768, 0.425706], [-7.058453, 7.770978, -0.746504], [-7.185403, 7.744658, 1.228976], [-7.605993, 6.205818, 0.277156], [-5.940163, 6.614328, 0.511046], [-6.744123, 8.677828, -0.726324], [-6.073863, 2.890538, -4.381264], [-7.316483, 3.174608, -3.818454], [-6.221573, 2.111058, -5.128714], [-5.542663, 3.610178, -5.004184], [-5.323243, 2.618758, -3.639094], [-7.260073, 3.947628, -3.252014], [0.225207, 3.410798, -0.892714], [0.564297, 2.108468, -0.797484], [1.077817, 4.070648, -0.732214], [-0.033373, 3.643068, -1.925804], [-0.685053, 3.623068, -0.331924], [1.447437, 2.021958, -1.163794], [3.226707, 5.847498, 4.925226], [3.307637, 7.236888, 4.925096], [3.150477, 5.511868, 5.959456], [2.250197, 5.589658, 4.515276], [4.115327, 5.350218, 4.536416], [2.809277, 7.517288, 5.696216], [7.902637, 2.389488, -0.637654], [8.590427, 1.628138, 0.312426], [6.970737, 2.628718, -0.125384], [8.458467, 3.278718, -0.935014], [7.733387, 1.814208, -1.547884], [9.497547, 1.540838, 0.010596], [-4.025183, -3.047312, -3.019724], [-2.690163, -2.655872, -3.570994], [-3.925803, -3.866042, -2.307054], [-4.343783, -2.188072, -2.429564], [-4.823793, -3.170252, -3.751294], [-2.280343, -2.133192, -2.877844], [3.212457, 0.176678, -5.073884], [3.169067, -0.779182, -5.047424], [2.909617, 0.406438, -5.952354]],
  "forces_ev_per_a": [[-1.04, -0.66, 1.86], [1.09, -0.45, -0.12], [0.27, 0.32, -0.03], [0.33, 0.79, -1.68], [-0.11, 0.41, 0.51], [-0.22, 0.33, -0.13], [-0.58, -0.14, 0.27], [0.48, -0.05, -0.49], [-0.02, -0.34, -0.02], [-0.06, -0.44, 0.12], [0.01, 0.07, -0.03], [-0.17, 0.16, -0.27], [1.14, 0.40, -0.01], [-0.48, -0.03, -1.54], [-0.27, -0.92, 0.80], [0.45, 0.45, 1.04], [-0.12, 0.07, -0.22], [-0.04, -0.12, -0.32], [-0.19, -0.10, 0.05], [-0.17, 0.52, 0.63], [-0.14, -0.47, -0.27], [-0.37, 0.01, 0.12], [0.10, 0.17, -0.09], [0.09, 0.04, -0.21], [0.17, 0.00, 0.07], [-0.27, 0.67, -2.31], [-0.04, -0.78, 0.67], [-0.28, 0.12, 0.68], [0.26, 0.18, 0.42], [0.16, -0.20, 0.45], [1.08, -0.68, -0.74], [-0.41, 0.50, -0.06], [-0.07, -0.52, 0.50], [-0.58, 1.13, 0.15], [-0.09, -0.49, 0.16], [0.07, 0.07, 0.00], [-0.67, 2.24, -1.50], [0.81, -2.55, 0.59], [-0.19, 0.35, 0.86], [-0.35, 0.18, -0.43], [0.42, 0.13, 0.47], [-0.02, -0.36, 0.00], [-0.87, -0.72, 1.26], [0.55, 1.15, -0.04], [0.20, -0.32, 0.26], [0.34, -0.72, -0.76], [-0.31, 0.27, -0.59], [0.08, 0.34, -0.14], [-0.31, 0.01, -0.10], [0.84, -0.40, 0.43], [-0.11, 0.32, -0.56], [-0.14, 0.31, 0.18], [-0.35, -0.06, -0.10], [0.09, -0.17, 0.14], [1.44, 1.60, 0.61], [-1.88, -0.92, 0.10], [-0.05, -0.33, -0.44], [-0.25, 0.04, 0.15], [0.70, -0.38, -0.41], [0.04, 0.00, -0.01], [0.07, 0.18, 0.17], [0.01, -0.27, 0.07], [-0.08, 0.10, -0.21]],
  "nbo_charge": [-0.610, 0.085, -0.627, -0.710, 0.199, 0.197, 0.221, 0.166, 0.220, 0.191, 0.213, 0.455, -0.625, 0.104, -0.643, -0.725, 0.223, 0.200, 0.195, 0.173, 0.218, 0.219, 0.198, 0.463, -0.236, -0.736, 0.167, 0.180, 0.155, 0.470, -0.252, -0.711, 0.181, 0.158, 0.156, 0.468, -0.236, -0.710, 0.157, 0.143, 0.177, 0.467, -0.247, -0.718, 0.153, 0.163, 0.186, 0.463, -0.243, -0.716, 0.183, 0.158, 0.158, 0.460, -0.260, -0.732, 0.172, 0.166, 0.191, 0.464, -0.938, 0.471, 0.467]
}